Density functional theory data (ωB97M-V/def2-TZVPD) for a molecular structure, C13H24GaN4O5S2 in a non-equilibrium geometry.

Summary:
HOMO level = -0.357 hartree
total charge = +1
spin multiplicity = 1
LUMO level = -5.34 eV
energy above the lowest of the compared OMol25 structures with the same formula, charge and spin = 309.9 kJ/mol

Last column: natural (NBO) charge in e.
Positions of all 49 atoms, in Å:
O 0.167 -1.655 3.766  -0.758
H -0.005 -2.725 3.665  0.512
Ga 0.141 -0.303 0.228  1.682
N 1.840 0.653 -0.198  -0.249
N 0.202 -0.254 -1.919  -0.206
O 2.744 1.281 0.694  -0.484
O -0.454 -1.089 -2.865  -0.506
C 2.287 0.616 -1.465  0.265
C 1.418 0.065 -2.405  0.253
C 3.603 1.177 -1.869  -0.699
C 1.778 -0.134 -3.841  -0.699
H 4.264 1.314 -1.004  0.279
H 3.518 2.160 -2.382  0.279
H 4.137 0.537 -2.600  0.260
H 0.880 -0.317 -4.447  0.275
H 2.478 -0.980 -4.034  0.273
H 2.300 0.750 -4.267  0.263
H 2.373 1.036 1.559  0.517
H -1.254 -1.315 -2.363  0.499
O -0.740 2.329 -0.914  -0.856
H -0.143 2.112 -0.184  0.446
H -0.495 1.481 -1.340  0.451
C 0.557 -2.169 0.292  -1.252
H 0.653 -2.479 1.348  0.242
H 1.503 -2.349 -0.293  0.233
H -0.219 -2.793 -0.217  0.244
O 2.572 -0.154 3.806  -0.934
H 2.008 -0.734 4.357  0.494
H 2.565 -0.668 2.984  0.448
C -1.971 -1.540 2.843  -0.684
C -0.805 -0.764 3.222  0.420
N -0.519 0.090 2.000  -0.941
C -1.556 1.083 1.941  0.012
C -1.835 1.603 3.216  -0.366
S -1.116 0.709 4.457  0.315
C -2.516 0.944 0.943  0.114
C -3.829 1.360 1.050  -0.413
S -4.830 0.373 0.062  0.438
C -3.357 -0.289 -0.733  0.137
N -2.271 0.095 -0.148  -0.529
C -3.536 -1.113 -1.952  -0.697
H -2.202 -2.149 3.703  0.223
H -2.883 -1.123 2.460  0.241
H -1.562 -2.207 2.101  0.214
H -2.432 2.471 3.481  0.246
H -4.245 1.954 1.859  0.259
H -3.167 -2.144 -1.867  0.236
H -4.618 -1.163 -2.147  0.264
H -3.071 -0.600 -2.798  0.240


Density functional theory data (ωB97M-V/def2-TZVPD) for 3 unconnected molecules or ions with the total composition C4H13NO2 in a non-equilibrium geometry.

Summary:
HOMO level = -0.349 hartree
spin multiplicity = 1
LUMO level = 0.77 eV
energy above the lowest of the compared OMol25 structures with the same formula, charge and spin = 155.2 kJ/mol

Last column: natural (NBO) charge in e.
Positions of all 20 atoms, in Å:
C 0.599 1.716 1.495  -0.427
N 0.760 1.236 0.135  -0.630
C 1.612 0.013 0.114  -0.269
C 0.295 -1.045 -1.630  -0.377
C 1.511 -0.787 -1.142  -0.213
H 0.401 0.928 2.229  0.199
H -0.242 2.422 1.527  0.198
H 1.420 2.294 1.929  0.175
H 1.340 1.907 -0.357  0.358
H 2.655 0.273 0.336  0.176
H 1.267 -0.669 0.902  0.197
H 0.246 -1.652 -2.529  0.190
H -0.683 -0.767 -1.259  0.211
H 2.366 -1.245 -1.623  0.210
H -1.502 -2.444 1.179  0.463
H -2.663 -2.202 0.226  0.479
O -2.384 -2.720 1.005  -0.940
H -2.874 1.188 -1.386  0.478
H -1.635 0.935 -0.415  0.496
O -2.488 0.619 -0.734  -0.974


Density functional theory data (ωB97M-V/def2-TZVPD) for a molecular structure, C30H24N8SW.

Summary:
HOMO level = -0.502 hartree
total charge = +2
spin multiplicity = 1
LUMO level = -7.99 eV
energy above the lowest of the compared OMol25 structures with the same formula, charge and spin = 0.0 kJ/mol

Last column: natural (NBO) charge in e.
Positions of all 64 atoms, in Å:
W -1.189 0.468 0.920  1.655
C 2.234 -0.832 -3.169  -0.191
C 1.519 -1.909 -2.658  -0.191
C 0.368 -1.688 -1.917  -0.277
C -0.065 -0.382 -1.705  0.166
C 0.632 0.696 -2.226  -0.229
C 1.791 0.465 -2.955  -0.176
N -1.248 -0.167 -0.911  -0.577
C -2.510 -0.500 -1.471  0.072
C -2.757 -1.133 -2.680  -0.212
C -4.074 -1.459 -2.970  -0.178
C -5.106 -1.165 -2.085  -0.174
C -4.860 -0.497 -0.893  -0.210
C -3.550 -0.157 -0.615  0.154
N -3.096 0.637 0.465  -0.390
N -3.057 0.078 1.748  -0.370
C -3.004 1.179 2.663  0.357
C -3.801 1.383 3.765  -0.229
C -3.518 2.518 4.512  -0.083
C -2.469 3.362 4.152  -0.234
C -1.699 3.062 3.048  0.095
N -1.990 1.975 2.318  -0.513
H 3.128 -1.007 -3.753  0.238
H 1.850 -2.921 -2.852  0.233
H -0.214 -2.515 -1.526  0.229
H 0.269 1.704 -2.064  0.233
H 2.341 1.301 -3.365  0.240
H -1.959 -1.376 -3.367  0.240
H -4.301 -1.958 -3.902  0.240
H -6.121 -1.440 -2.339  0.242
H -5.660 -0.229 -0.217  0.243
H -4.596 0.695 4.012  0.265
H -4.116 2.752 5.384  0.254
H -2.246 4.245 4.733  0.258
H -0.862 3.668 2.731  0.238
S -0.196 -1.177 2.198  0.083
C 1.124 -0.568 1.219  0.012
N 2.120 -1.385 0.691  -0.023
N 2.005 -2.613 0.832  -0.153
C 2.940 -3.552 0.351  0.131
C 4.081 -3.130 -0.328  -0.203
C 4.955 -4.100 -0.778  -0.184
C 4.686 -5.449 -0.552  -0.126
C 3.541 -5.848 0.126  -0.190
C 2.653 -4.893 0.587  -0.204
N 1.312 0.683 0.816  -0.105
N 0.449 1.620 1.157  -0.374
C 0.776 2.943 0.720  0.068
C 2.047 3.440 0.970  -0.201
C 2.354 4.730 0.563  -0.177
C 1.398 5.510 -0.074  -0.178
C 0.128 5.001 -0.314  -0.197
C -0.189 3.710 0.080  -0.205
H 1.174 -2.998 1.307  0.409
H 4.269 -2.078 -0.490  0.253
H 5.853 -3.810 -1.304  0.247
H 5.383 -6.196 -0.908  0.247
H 3.344 -6.896 0.297  0.250
H 1.756 -5.183 1.123  0.232
H 2.779 2.827 1.479  0.236
H 3.341 5.128 0.752  0.241
H 1.645 6.516 -0.383  0.242
H -0.614 5.604 -0.820  0.240
H -1.178 3.311 -0.127  0.211


Density functional theory data (ωB97M-V/def2-TZVPD) for a single C4H11NO molecule in a non-equilibrium geometry.

Summary:
HOMO level = -0.315 hartree
spin multiplicity = 1
LUMO level = 0.99 eV
energy above the lowest of the compared OMol25 structures with the same formula, charge and spin = 269.5 kJ/mol

Last column: natural (NBO) charge in e.
Positions of all 17 atoms, in Å:
C -0.401 0.558 -2.458  -0.421
N 0.382 -0.490 -1.768  -0.638
C -0.214 -0.688 -0.495  -0.231
C 0.372 0.091 0.710  -0.451
C -0.352 -0.087 2.076  -0.073
O 0.377 0.635 3.092  -0.748
H 0.106 0.865 -3.333  0.198
H -1.425 0.215 -2.576  0.196
H -0.295 1.532 -2.000  0.168
H 1.406 -0.346 -1.815  0.365
H -1.339 -0.631 -0.660  0.194
H -0.081 -1.796 -0.379  0.190
H 1.507 -0.270 0.761  0.197
H 0.571 1.197 0.594  0.217
H -0.207 -1.166 2.320  0.163
H -1.466 0.326 2.407  0.205
H 1.059 0.056 3.524  0.467


Density functional theory data (ωB97M-V/def2-TZVPD) for a molecular structure, C5H6O.

Summary:
HOMO level = -0.340 hartree
spin multiplicity = 1
LUMO level = 0.83 eV
energy above the lowest of the compared OMol25 structures with the same formula, charge and spin = 564.9 kJ/mol

Last column: natural (NBO) charge in e.
Positions of all 12 atoms, in Å:
C 0.772 -0.102 1.259  -0.612
C 0.111 -0.178 -0.099  0.076
C 0.903 -0.602 -1.286  -0.221
O -0.350 -1.511 -0.457  -0.559
C -0.970 0.783 -0.288  -0.044
C -1.822 1.624 -0.414  -0.195
H 0.038 -0.277 2.052  0.224
H 1.211 0.890 1.401  0.228
H 1.568 -0.849 1.321  0.227
H 0.621 -1.900 -0.739  0.470
H 0.394 -0.275 -2.203  0.166
H -2.586 2.361 -0.534  0.241


Density functional theory data (ωB97M-V/def2-TZVPD) for 2 unconnected molecules or ions with the total composition C3H5N2 in a non-equilibrium geometry.

Summary:
HOMO level (alpha / beta) = -0.521 / -0.518 hartree
total charge = +1
spin multiplicity = 1
LUMO level (alpha / beta) = -6.88 / -6.79 eV
energy above the lowest of the compared OMol25 structures with the same formula, charge and spin = 712.4 kJ/mol

Last column: natural (NBO) charge in e.
Positions of all 10 atoms, in Å:
C -1.139 1.028 -0.491  0.236
C 1.960 -0.456 0.142  0.038
C -2.463 -0.743 0.501  0.372
N -1.761 0.049 -0.019  -0.349
N 1.166 0.538 0.013  -0.573
H 1.731 -1.573 0.217  0.203
H 2.947 -0.259 0.360  0.184
H -3.223 -1.288 0.815  0.258
H -0.906 1.333 -1.516  0.256
H 1.689 1.370 -0.022  0.375


- Number 2 is which compound?
  C4H13NO2